ORCA calculation (the ωB97M-V functional and the def2-TZVPD basis) on a cluster of 11 separate species, C54H104F6O31 in total in a non-equilibrium geometry.

Output
max |F|: 0.0948 hartree/bohr
total energy: -5051.2377 Ha
SMILES: CCOC(=O)C(F)(F)F.CCOC(=O)C(F)(F)F.C[C@H]1COC(=O)O1.C[C@H]1COC(=O)O1.C[C@H]1COC(=O)O1.C[C@H]1COC(=O)O1.COCCOCCOC.COCCOCCOC.COCCOCCOC.COCCOCCOC.COCCOCCOC
molecular weight: 1363.38 u
LUMO level: 0.0 eV

Structure (ORCA input):
```
! RIJCOSX wB97M-V def2-TZVPD def2/J DEFGRID3
* xyz 0 1
C 8.31 9.37 13.41
O 8.24 10.78 13.02
C 8.88 11.57 14.04
C 8.80 13.01 13.59
O 9.02 13.79 14.79
C 9.01 15.20 14.50
C 9.91 16.01 15.42
O 9.63 15.68 16.74
C 10.52 16.47 17.62
H 9.24 8.88 13.70
H 7.66 8.70 12.84
H 7.75 9.33 14.35
H 9.91 11.21 14.09
H 8.48 11.42 15.05
H 7.85 13.37 13.21
H 9.49 13.22 12.77
H 7.99 15.56 14.59
H 9.32 15.47 13.49
H 9.80 17.09 15.30
H 10.96 15.90 15.15
H 11.52 16.41 17.20
H 10.53 16.06 18.62
H 10.21 17.51 17.70
C 4.00 16.08 2.89
O 4.08 14.79 3.42
C 4.34 14.76 4.81
C 5.81 15.07 5.17
O 6.01 16.48 5.35
C 7.32 16.98 5.44
C 7.26 18.47 5.83
O 6.81 19.45 4.90
C 5.42 19.55 4.68
H 3.26 16.67 3.43
H 3.68 15.95 1.86
H 5.00 16.52 2.84
H 4.19 13.70 5.03
H 3.61 15.32 5.40
H 6.44 14.73 4.35
H 6.04 14.63 6.13
H 7.63 16.98 4.40
H 8.00 16.34 6.00
H 8.29 18.81 5.96
H 6.81 18.58 6.82
H 5.16 18.62 4.18
H 5.22 20.41 4.03
H 4.93 19.68 5.64
C 1.14 18.49 4.31
O 0.70 18.20 5.59
C 1.54 17.28 6.36
C 0.83 17.13 7.72
O -0.45 16.44 7.56
C -1.25 16.39 8.71
C -2.39 15.43 8.55
O -3.04 15.40 9.83
C -3.92 14.29 9.96
H 2.13 18.95 4.34
H 0.44 19.25 3.97
H 1.17 17.66 3.61
H 2.53 17.74 6.45
H 1.69 16.35 5.82
H 0.64 18.13 8.10
H 1.43 16.57 8.44
H -1.57 17.42 8.91
H -0.74 16.05 9.61
H -2.05 14.47 8.16
H -3.04 15.91 7.82
H -4.32 14.23 10.98
H -3.49 13.33 9.72
H -4.83 14.32 9.35
C 0.64 13.20 3.07
O -0.49 13.35 3.90
C -0.18 13.89 5.16
C 0.69 13.02 6.15
O 2.11 13.01 5.86
C 2.85 12.17 6.77
C 3.25 12.96 8.07
O 2.15 13.66 8.74
C 2.55 14.18 10.05
H 1.15 14.16 2.99
H 0.35 12.88 2.07
H 1.30 12.41 3.46
H -1.14 14.03 5.64
H 0.23 14.90 5.20
H 0.33 11.99 6.13
H 0.46 13.49 7.10
H 3.73 11.80 6.23
H 2.30 11.28 7.07
H 3.97 13.70 7.73
H 3.72 12.23 8.72
H 2.92 13.46 10.77
H 1.60 14.52 10.47
H 3.34 14.92 9.97
C 17.03 22.60 6.86
O 15.91 21.78 6.64
C 14.68 22.17 7.17
C 13.55 21.80 6.18
O 13.68 20.46 5.62
C 12.60 19.79 5.01
C 11.93 18.65 5.79
O 11.55 18.99 7.10
C 10.90 17.89 7.76
H 17.84 22.38 6.16
H 17.41 22.63 7.89
H 16.65 23.53 6.45
H 14.70 23.25 7.34
H 14.51 21.83 8.18
H 13.41 22.54 5.39
H 12.61 21.82 6.74
H 12.99 19.41 4.07
H 11.82 20.46 4.65
H 12.58 17.78 5.72
H 11.00 18.45 5.25
H 11.57 17.07 8.02
H 10.07 17.42 7.24
H 10.55 18.26 8.73
C 5.71 22.32 10.98
C 5.43 21.58 9.63
O 4.16 21.89 8.99
C 3.69 20.94 8.14
O 4.18 19.83 8.02
C 2.44 21.35 7.28
F 2.24 22.69 7.32
F 2.65 20.95 6.04
F 1.32 20.79 7.70
H 4.86 22.23 11.65
H 5.84 23.39 10.81
H 6.65 22.01 11.43
H 5.50 20.51 9.81
H 6.16 21.88 8.88
C 13.32 12.88 8.35
C 12.20 13.84 8.01
O 11.59 13.43 6.81
C 10.39 14.00 6.39
O 9.66 14.73 7.05
C 10.17 13.78 4.90
F 11.08 12.96 4.30
F 8.90 13.34 4.77
F 10.26 14.96 4.28
H 13.05 11.83 8.47
H 13.76 13.31 9.25
H 14.09 12.99 7.58
H 12.54 14.87 7.92
H 11.54 13.95 8.87
C 4.98 16.73 8.47
C 5.87 15.60 9.00
C 7.37 15.55 8.66
O 8.00 15.40 9.87
C 7.09 15.47 10.87
O 7.39 15.57 12.09
O 5.88 15.72 10.37
H 4.95 16.65 7.38
H 5.31 17.75 8.70
H 3.98 16.78 8.88
H 5.40 14.62 8.90
H 7.63 16.51 8.21
H 7.59 14.66 8.07
C 9.51 12.07 9.99
C 8.40 11.17 9.58
C 7.07 11.44 10.36
O 6.30 12.13 9.44
C 6.79 11.94 8.22
O 6.15 12.17 7.17
O 8.00 11.35 8.26
H 9.80 11.93 11.03
H 9.24 13.11 9.81
H 10.36 11.77 9.38
H 8.70 10.13 9.71
H 7.24 12.04 11.25
H 6.58 10.51 10.63
C 4.85 12.81 13.12
C 4.97 13.87 14.26
C 3.84 14.95 14.24
O 3.31 14.98 15.55
C 3.79 13.96 16.25
O 3.37 13.62 17.36
O 4.74 13.23 15.54
H 5.57 13.20 12.40
H 3.85 12.78 12.70
H 5.27 11.84 13.40
H 5.94 14.38 14.23
H 3.09 14.74 13.48
H 4.36 15.87 13.96
C 6.94 19.16 13.32
C 8.10 19.62 12.43
C 9.27 18.70 12.22
O 9.16 18.35 10.81
C 8.32 19.06 10.19
O 8.21 19.14 8.95
O 7.63 19.78 11.07
H 6.08 19.75 13.02
H 7.20 19.25 14.38
H 6.76 18.15 12.96
H 8.49 20.56 12.81
H 9.08 17.82 12.84
H 10.26 19.15 12.32
*
```